Here is C14H28Cl14N5O15V as an isolated structure at a distorted geometry from the OMol25 dataset. Energies are from ωB97M-V/def2-TZVPD.

Properties
E_LUMO (alpha / beta) in hartree: 0.11238 / 0.11238
Electronic energy in hartree: -9338.8505
HOMO level (alpha / beta) in eV: -3.215 / -3.199
Net charge: -2
Spin multiplicity: 3
Gap between HOMO and LUMO (alpha / beta) in eV: 6.27 / 6.26

Atoms and positions in Å:
V: 1.68525 -1.24349 -1.60565
N: 3.04236 -3.71573 -3.49963
O: 3.75433 -3.64008 -4.45542
O: 2.51667 -4.75181 -3.18589
O: 2.60161 -2.69423 -2.91459
N: 3.58735 0.51802 -2.51769
O: 3.53366 0.10738 -1.38866
O: 4.53020 0.99875 -3.04203
O: 2.61871 0.08493 -3.07483
N: -0.14012 0.24616 -0.34673
O: -0.07735 -0.04195 -1.53821
O: -0.79427 1.05992 0.22650
O: 0.79135 -0.34152 0.15985
N: 3.18740 -3.47336 0.31500
O: 4.08062 -3.35936 1.10197
O: 2.61006 -2.47368 -0.07122
O: 2.94187 -4.57595 -0.18346
N: -0.30703 -3.98065 -1.16407
O: 0.10245 -2.88091 -1.54712
O: 0.39603 -4.93755 -1.24188
O: -1.50186 -4.18940 -0.74707
Cl: 4.98620 4.78731 2.94869
C: 3.89932 3.43334 2.93667
C: 4.50141 2.34527 2.12459
Cl: 3.32076 0.99034 2.09792
H: 3.00046 3.80503 2.44473
H: 3.74447 3.07895 3.95575
H: 5.41649 2.04238 2.63349
H: 4.64684 2.61593 1.07880
Cl: 1.62793 3.07292 -2.44033
C: 1.64491 3.69021 -0.79905
C: 2.63424 4.82928 -0.55104
Cl: 4.29514 4.45876 -1.12611
H: 1.75011 2.86986 -0.08908
H: 0.64266 4.10645 -0.69732
H: 2.60733 5.11354 0.50090
H: 2.22291 5.62054 -1.17779
Cl: -3.48296 3.05438 -3.70554
C: -2.90190 2.75620 -2.09324
C: -4.00015 2.79430 -1.06461
Cl: -4.70898 4.40141 -0.90893
H: -2.08977 3.46699 -1.94054
H: -2.54145 1.72828 -2.13266
H: -3.53928 2.62475 -0.09149
H: -4.78475 2.05542 -1.22757
Cl: 0.18930 -3.15994 2.59331
C: -0.83681 -4.57307 2.90428
C: -0.10037 -5.60540 3.72846
Cl: -1.22585 -6.74036 4.54382
H: -1.16715 -4.95793 1.93946
H: -1.68412 -4.08771 3.38862
H: 0.55349 -5.01711 4.37228
H: 0.65849 -6.15321 3.16977
Cl: -2.93050 -1.24234 -3.06471
C: -2.78362 -1.22919 -4.89193
C: -1.42602 -0.59897 -5.24701
Cl: -0.03543 -1.70700 -4.76307
H: -3.67386 -0.71435 -5.25319
H: -2.79208 -2.26695 -5.22523
H: -1.38976 0.34318 -4.70008
H: -1.40968 -0.31622 -6.29957
Cl: -1.02908 0.72729 4.12055
C: -1.93023 2.29768 4.14805
C: -1.36005 3.20583 5.28181
Cl: -1.43485 2.62239 6.91378
H: -2.93967 1.93123 4.33473
H: -1.86201 2.87795 3.22787
H: -1.88360 4.14466 5.10129
H: -0.30193 3.41651 5.12653
Cl: -5.34234 -1.16957 -0.71688
C: -3.99819 -0.58295 0.31349
C: -3.08542 -1.65199 0.87662
Cl: -4.00436 -2.93936 1.70551
H: -4.47423 -0.00404 1.10492
H: -3.33637 0.04790 -0.27991
H: -2.37890 -1.17671 1.55709
H: -2.63580 -2.17724 0.03397

These are the Mulliken partial charges, in e, on atoms 1 to 5: number 1, V, carries 1.004; number 2, N, carries 0.633; number 3, O, carries -0.685; number 4, O, carries -0.501; number 5, O, carries -0.413



Here is a 2-piece molecular cluster, C14H28Cl3O6PS overall at a distorted geometry from the OMol25 dataset. Energies are from ωB97M-V/def2-TZVPD.

Properties
E_LUMO in hartree: 0.00332
SMILES: CCCCC[C@]1(CCOCC)CC[C@@H](P(O)O)OS1(=O)=O.ClC(Cl)Cl
Electronic energy in hartree: -3121.4845
HOMO level in eV: -8.426
Spin multiplicity: 1
Gap between HOMO and LUMO in eV: 8.52

Atoms and positions in Å:
C: -4.18889 0.26997 2.26375
C: -4.51412 -1.02256 1.26032
C: -3.44890 -1.10556 0.01660
C: -1.94508 -1.63344 0.43090
C: -0.88811 -1.07915 -0.69449
C: 0.47095 -0.38775 -0.09215
C: 1.38347 -1.35222 0.86422
C: 2.18486 -2.55745 0.10624
O: 1.77971 -2.82070 -1.28063
C: 2.92633 -3.06411 -2.16920
C: 2.34255 -2.85782 -3.72293
C: -0.05686 0.85255 0.89959
C: -0.87825 2.02206 0.09789
C: -0.00234 2.66985 -1.12692
P: 0.13123 4.59907 -0.90559
O: 0.26495 5.03406 0.77529
O: -1.20146 5.40973 -1.68510
O: 1.38499 2.18575 -1.19248
S: 1.42229 0.47071 -1.47944
O: 0.79240 0.11907 -2.88360
O: 2.92142 0.09622 -1.55407
H: -5.18626 0.90137 2.37646
H: -3.94897 -0.20494 3.31264
H: -3.29903 0.93063 1.87980
H: -5.57190 -0.76199 0.77256
H: -4.66376 -2.02980 1.83671
H: -3.47283 -0.07110 -0.52978
H: -3.88234 -1.92032 -0.73825
H: -1.97977 -2.82163 0.32087
H: -1.64263 -1.42807 1.54304
H: -0.68499 -1.98865 -1.43389
H: -1.46916 -0.27816 -1.36237
H: 0.68863 -1.79893 1.69389
H: 2.14811 -0.63178 1.43119
H: 2.09921 -3.51547 0.81330
H: 3.34519 -2.27871 0.12451
H: 3.36384 -4.14871 -2.13080
H: 3.82981 -2.32257 -2.00209
H: 1.23855 -2.41476 -3.62664
H: 2.20342 -3.89339 -4.28630
H: 2.95010 -2.06557 -4.33464
H: -0.61494 0.46846 1.85353
H: 0.94941 1.35858 1.29569
H: -1.22296 2.82958 0.90562
H: -1.89756 1.63491 -0.38661
H: -0.54060 2.48230 -2.14899
H: 0.38878 4.22486 1.36473
H: -1.62599 4.80477 -2.36791
Cl: 3.89585 0.25759 3.84933
C: 3.55641 1.81113 3.06776
Cl: 1.82102 2.16565 3.11563
Cl: 4.47860 3.11139 3.84131
H: 3.86562 1.74505 2.02149

These are the natural (NBO) partial charges, in e, on atoms 1 to 5: number 1, C, carries -0.646; number 2, C, carries -0.412; number 3, C, carries -0.408; number 4, C, carries -0.435; number 5, C, carries -0.444



Here is a 2-piece molecular cluster, C14H28ClFN4 overall at a distorted geometry from the OMol25 dataset. Energies are from ωB97M-V/def2-TZVPD.

Properties
E_LUMO in hartree: -0.24837
Electronic energy in hartree: -1328.5691
HOMO level in eV: -11.521
Net charge: +2
Spin multiplicity: 1
Gap between HOMO and LUMO in eV: 4.76

Atoms and positions in Å:
C: -0.66404 -2.87771 -2.77986
N: -1.70391 -1.87488 -2.54570
C: -3.06754 -2.43065 -2.60447
C: -4.09864 -1.50261 -1.96613
C: -3.96115 -0.09314 -2.53739
N: -2.57334 0.39957 -2.47981
C: -2.47116 1.85081 -2.63999
C: -1.50001 -0.48619 -2.76034
C: -0.34427 -0.02936 -3.27447
H: 0.32041 -2.50587 -2.50253
H: -0.86996 -3.77170 -2.19205
H: -0.66066 -3.15875 -3.83159
H: -3.29639 -2.57706 -3.66441
H: -3.06886 -3.42782 -2.14817
H: -5.11866 -1.88852 -2.10942
H: -3.94010 -1.47315 -0.88191
H: -4.25043 -0.08269 -3.59268
H: -4.61784 0.62462 -2.03159
H: -1.48399 2.21554 -2.36229
H: -2.67656 2.11748 -3.67531
H: -3.20890 2.34780 -2.01084
H: -0.20929 1.00510 -3.50807
H: 0.44113 -0.69693 -3.55691
Cl: 3.79702 2.58228 4.84658
C: 3.08624 0.99990 4.66098
N: 2.48292 0.83711 3.28664
C: 1.37964 1.86707 3.04309
C: 0.75910 1.66450 1.65628
N: 1.43632 0.49798 0.95322
F: 0.88090 0.31704 -0.29730
C: 1.25180 -0.76131 1.78503
C: 1.87375 -0.56212 3.16734
C: 2.92131 0.79329 0.81349
C: 3.54427 0.99752 2.19821
H: 3.85214 0.24285 4.82097
H: 2.31954 0.86005 5.42125
H: 0.62902 1.76428 3.83257
H: 1.81021 2.86741 3.15625
H: -0.31132 1.45003 1.71690
H: 0.87016 2.55065 1.02690
H: 0.18166 -0.97501 1.85032
H: 1.71320 -1.59587 1.25081
H: 2.65955 -1.29903 3.36238
H: 1.13054 -0.68393 3.96177
H: 3.38314 -0.04048 0.27822
H: 3.03232 1.67741 0.18129
H: 3.99602 1.98960 2.29973
H: 4.34471 0.27488 2.38303

These are the natural (NBO) partial charges, in e, on atoms 1 to 5: number 1, C, carries -0.400; number 2, N, carries -0.450; number 3, C, carries -0.206; number 4, C, carries -0.415; number 5, C, carries -0.206



Here is C14H28KN4O3 as an isolated structure from the OMol25 dataset. Energies are from ωB97M-V/def2-TZVPD.

Properties
E_LUMO in hartree: -0.08545
Electronic energy in hartree: -1594.7853
HOMO level in eV: -10.257
Net charge: +1
Spin multiplicity: 1
Gap between HOMO and LUMO in eV: 7.93

Atoms and positions in Å:
K: -0.05292 0.04668 0.21153
C: 1.36259 4.07223 -2.90927
N: 1.12359 2.73754 -3.44477
C: 1.55337 2.49976 -4.81391
C: 0.72986 1.76318 -2.61111
O: 0.48357 1.95555 -1.42336
C: 0.59160 0.36621 -3.24464
O: 0.28268 -0.58626 -2.25776
C: 0.11925 -1.90270 -2.72725
C: -0.24594 -2.84719 -1.56448
O: -0.36342 -2.41538 -0.41995
N: -0.42290 -4.13927 -1.87716
C: -0.30794 -4.70074 -3.21029
C: -0.76656 -5.09125 -0.82921
H: 1.02708 4.80758 -3.63848
H: 2.42625 4.22607 -2.71776
H: 0.80574 4.19290 -1.98695
H: 1.40511 3.41514 -5.38364
H: 0.95487 1.73091 -5.29521
H: 2.61177 2.23421 -4.86379
H: 1.52663 0.09673 -3.75063
H: -0.19300 0.39563 -4.01199
H: 1.04325 -2.25159 -3.20515
H: -0.67042 -1.93577 -3.48829
H: -0.05317 -3.94781 -3.94695
H: -1.25382 -5.15914 -3.50381
H: 0.46616 -5.46974 -3.22595
H: -0.82728 -4.56878 0.11779
H: -0.00300 -5.86826 -0.77721
H: -1.72533 -5.55791 -1.05842
C: -0.84394 -0.43158 3.67021
C: -1.04480 -0.05099 5.15916
N: -0.74019 1.36259 5.35556
C: -1.62818 2.16774 4.52375
C: -1.43030 1.79887 3.03135
N: -0.40848 0.74825 2.90645
C: 0.85176 1.24501 3.47954
C: 0.64404 1.61597 4.97004
H: -1.76632 -0.80605 3.21889
H: -0.08822 -1.21165 3.54797
H: -0.39558 -0.63886 5.80997
H: -2.07193 -0.23190 5.47983
H: -1.41187 3.22188 4.70408
H: -2.65662 1.99097 4.84242
H: -1.10594 2.65703 2.43748
H: -2.35544 1.42779 2.58221
H: 1.17660 2.10375 2.88655
H: 1.60956 0.46599 3.35995
H: 0.86838 2.66808 5.15239
H: 1.29727 1.03052 5.61896

These are the natural (NBO) partial charges, in e, on atoms 1 to 5: number 1, K, carries 0.966; number 2, C, carries -0.416; number 3, N, carries -0.402; number 4, C, carries -0.417; number 5, C, carries 0.673



Here is a single C14H28N2O molecule from the OMol25 dataset. Energies are from ωB97M-V/def2-TZVPD.

Properties
E_LUMO in hartree: 0.03303
SMILES: CCCN1CCC(N[C@H]2CC[C@H](O)CC2)CC1
Electronic energy in hartree: -735.0055
HOMO level in eV: -8.540
Spin multiplicity: 1
Gap between HOMO and LUMO in eV: 9.44

Atoms and positions in Å:
C: 4.08492 -3.41962 -1.07149
C: 4.30417 -2.98582 0.37165
C: 4.04136 -1.48861 0.54483
N: 2.68682 -1.12861 0.16285
C: 2.56303 0.26090 -0.23388
C: 1.18032 0.51794 -0.82360
C: 0.09031 0.19369 0.19912
N: -1.20932 0.45409 -0.39095
C: -2.33070 0.57755 0.53075
C: -3.64580 0.35655 -0.21941
C: -3.84497 1.41810 -1.29751
C: -3.84323 2.82149 -0.68383
O: -4.92554 3.01563 0.20726
C: -2.54394 3.04706 0.08778
C: -2.35465 1.97709 1.15672
C: 0.29976 -1.25458 0.66374
C: 1.71668 -1.43998 1.19452
H: 4.21892 -4.49378 -1.17586
H: 3.07773 -3.15551 -1.38063
H: 4.78920 -2.91719 -1.73059
H: 5.33330 -3.19253 0.67331
H: 3.64773 -3.55966 1.02741
H: 4.26294 -1.18975 1.58550
H: 4.72900 -0.94551 -0.10888
H: 3.32432 0.47299 -0.98915
H: 2.72937 0.94389 0.62124
H: 1.09505 1.55911 -1.13551
H: 1.04451 -0.11627 -1.70111
H: 0.20540 0.86256 1.05910
H: -1.40713 -0.26513 -1.07991
H: -2.27071 -0.16792 1.34631
H: -3.65751 -0.63876 -0.67163
H: -4.46726 0.41179 0.49748
H: -3.03364 1.36097 -2.02301
H: -4.78924 1.24197 -1.82196
H: -3.91098 3.56541 -1.49793
H: -5.74207 2.78296 -0.24689
H: -1.71096 3.00773 -0.61344
H: -2.57608 4.03250 0.55345
H: -3.18043 2.03050 1.86667
H: -1.42709 2.16502 1.69833
H: -0.41729 -1.51694 1.44456
H: 0.14793 -1.92584 -0.18500
H: 1.85448 -2.47769 1.50387
H: 1.86129 -0.79780 2.08574

These are the natural (NBO) partial charges, in e, on atoms 1 to 5: number 1, C, carries -0.610; number 2, C, carries -0.398; number 3, C, carries -0.208; number 4, N, carries -0.454; number 5, C, carries -0.214



Here is a 5-piece molecular cluster, C14H28N2O3 overall at a distorted geometry from the OMol25 dataset. Energies are from ωB97M-V/def2-TZVPD.

Properties
E_LUMO in hartree: 0.02150
SMILES: c1cc[nH]c1.c1cc[nH]c1.CCO.CCO.CCO
Electronic energy in hartree: -885.3577
HOMO level in eV: -7.906
Spin multiplicity: 1
Gap between HOMO and LUMO in eV: 8.49

Atoms and positions in Å:
C: -12.23673 30.83380 -0.12230
C: -11.79669 29.54187 0.15695
C: -12.06932 29.38869 1.55323
N: -12.36567 30.63807 2.10106
C: -12.47804 31.49718 1.10159
H: -12.34380 31.28951 -1.09557
H: -11.47888 28.75373 -0.50957
H: -12.15210 28.51113 2.17728
H: -12.71971 30.79093 3.03455
H: -12.65291 32.52024 1.40021
C: -0.97019 30.66936 6.56179
C: 0.01982 29.71178 6.27355
C: 0.37489 29.04886 7.44983
N: -0.48777 29.46653 8.42297
C: -1.25121 30.46401 7.91745
H: -1.31712 31.42860 5.87652
H: 0.50940 29.54804 5.32491
H: 1.10386 28.28471 7.67581
H: -0.55423 29.07394 9.35118
H: -1.87676 30.98149 8.62971
C: -7.47891 28.37446 11.24763
C: -8.74794 27.54652 10.97529
O: -9.67077 27.67889 12.03033
H: -6.66466 28.04629 10.60157
H: -7.11599 28.24394 12.26712
H: -7.53988 29.43908 11.02190
H: -8.44706 26.50405 10.87122
H: -9.15758 27.88243 10.02268
H: -9.32733 27.17334 12.77065
C: -5.87162 25.85804 2.10144
C: -5.45787 26.98875 3.14229
O: -4.94119 26.44496 4.30318
H: -6.54051 25.13508 2.56836
H: -5.00898 25.30943 1.72331
H: -6.44445 26.21823 1.24691
H: -6.33206 27.61677 3.31403
H: -4.67330 27.55463 2.63997
H: -4.28604 27.07083 4.62046
C: -4.43367 18.95324 2.93709
C: -4.58698 19.31543 4.37969
O: -5.11464 18.15485 5.08275
H: -5.40548 18.66081 2.53938
H: -3.65761 18.19977 2.80247
H: -4.24068 19.93736 2.51003
H: -5.33061 20.10483 4.48905
H: -3.57081 19.56877 4.68187
H: -4.33047 17.64201 5.29172

These are the natural (NBO) partial charges, in e, on atoms 1 to 5: number 1, C, carries -0.311; number 2, C, carries -0.294; number 3, C, carries -0.097; number 4, N, carries -0.498; number 5, C, carries -0.073